1.
# C44H63Cl5GeN2O4Sc

A structure of composition C44H63Cl5GeN2O4Sc (the ωB97M-V functional and the def2-TZVPD basis, OMol25).

CARTESIAN COORDINATES (ANGSTROEM)
Sc 0.21 0.58 -0.25
C 2.05 1.52 -3.74
C 2.85 1.09 -2.52
C 3.25 -0.35 -2.67
C 4.08 1.98 -2.41
O 2.02 1.18 -1.32
Ge 2.78 1.89 0.31
O 2.25 0.25 1.10
C 3.09 -0.44 2.06
C 3.77 -1.59 1.34
C 2.22 -0.96 3.20
C 4.15 0.49 2.64
O 0.96 2.39 0.63
C 0.64 3.27 1.75
C 0.68 2.48 3.05
C 1.65 4.41 1.83
C -0.74 3.85 1.47
H 2.64 1.31 -4.64
H 1.83 2.58 -3.73
H 1.12 0.96 -3.81
H 3.93 -0.48 -3.52
H 2.36 -0.96 -2.85
H 3.75 -0.72 -1.77
H 4.61 1.95 -3.36
H 4.77 1.64 -1.63
H 3.81 3.02 -2.20
H 3.02 -2.26 0.94
H 4.42 -2.14 2.01
H 4.37 -1.21 0.50
H 1.54 -1.73 2.85
H 1.64 -0.15 3.64
H 2.85 -1.40 3.97
H 4.86 0.83 1.89
H 4.71 -0.05 3.40
H 3.70 1.37 3.11
H 1.70 2.18 3.28
H 0.07 1.58 2.97
H 0.30 3.08 3.87
H 2.65 4.04 2.08
H 1.35 5.10 2.62
H 1.71 4.96 0.90
H -1.46 3.06 1.29
H -0.71 4.50 0.60
H -1.07 4.43 2.33
Cl -2.63 -3.18 5.51
C -2.20 -2.07 4.27
C -1.42 -2.49 3.19
Cl -0.84 -4.11 3.11
C -1.11 -1.59 2.19
Cl -0.09 -2.05 0.88
C -1.55 -0.26 2.18
O -1.25 0.52 1.17
C -2.28 0.16 3.30
Cl -2.72 1.81 3.45
C -2.61 -0.74 4.32
Cl -3.54 -0.20 5.66
C 2.05 -4.33 -0.42
C 1.95 -3.24 -1.51
C 3.14 -3.44 -2.46
C 0.60 -3.37 -2.21
C 0.40 -4.62 -2.79
C -0.82 -5.02 -3.29
C -1.89 -4.16 -3.15
C -1.73 -2.88 -2.64
C -3.03 -2.09 -2.45
C -3.83 -2.02 -3.75
C -3.85 -2.73 -1.32
C -0.45 -2.43 -2.23
N -0.29 -1.01 -1.92
C -0.83 -0.26 -2.89
C -1.26 1.06 -2.75
N -1.12 1.78 -1.64
C -2.01 2.91 -1.49
C -1.67 4.22 -1.86
C -2.58 5.24 -1.56
C -3.78 5.00 -0.93
C -4.13 3.70 -0.64
C -3.27 2.64 -0.93
C -3.80 1.23 -0.73
C -4.61 1.05 0.55
C -4.68 0.88 -1.92
C -0.44 4.68 -2.63
C -0.44 4.14 -4.07
C 0.89 4.45 -1.92
H 2.95 -4.21 0.18
H 2.11 -5.31 -0.89
H 1.19 -4.35 0.24
H 2.03 -2.25 -1.05
H 3.22 -4.49 -2.76
H 4.07 -3.18 -1.95
H 3.06 -2.84 -3.36
H 1.23 -5.32 -2.83
H -0.95 -6.00 -3.73
H -2.87 -4.49 -3.46
H -2.80 -1.08 -2.14
H -4.03 -3.01 -4.16
H -3.30 -1.44 -4.51
H -4.80 -1.54 -3.58
H -4.18 -3.73 -1.59
H -4.74 -2.13 -1.11
H -3.26 -2.80 -0.40
H -1.06 -0.73 -3.85
H -1.81 1.48 -3.59
H -2.31 6.26 -1.84
H -4.45 5.81 -0.70
H -5.09 3.48 -0.19
H -2.95 0.54 -0.69
H -5.61 1.48 0.46
H -4.12 1.51 1.41
H -4.73 -0.02 0.76
H -5.47 1.63 -2.04
H -5.16 -0.09 -1.77
H -4.12 0.84 -2.86
H -0.55 5.76 -2.71
H -0.32 3.06 -4.10
H 0.38 4.58 -4.64
H -1.38 4.40 -4.57
H 1.71 4.81 -2.54
H 0.91 5.00 -0.98
H 1.06 3.40 -1.70

Lowest unoccupied orbital energy (spin up / spin down) in eV: 0.5 / -0.6
Multiplicity: 2
Highest occupied orbital energy (spin up / spin down) in eV: -6.945 / -8.409
Net charge: 0
Orbital gap (spin up / spin down) in eV: 7.46 / 7.84
Energy relative to the best compared isomer or geometry (same formula, charge and spin) in eV: 0.639


2.
# C6H18BrO6

A cluster of 4 separate species, C6H18BrO6 in total at a distorted geometry (the ωB97M-V functional and the def2-TZVPD basis, OMol25).

CARTESIAN COORDINATES (ANGSTROEM)
Br -28.15 -3.71 17.85
C -32.08 -6.20 15.81
C -31.84 -5.38 17.10
O -31.38 -4.09 16.81
O -33.02 -5.50 14.99
H -32.51 -7.19 16.01
H -31.16 -6.19 15.23
H -31.20 -5.88 17.84
H -32.77 -5.27 17.67
H -30.42 -4.04 16.91
H -33.90 -5.83 15.18
C -24.34 -5.02 16.95
C -25.10 -6.16 17.67
O -25.65 -5.81 18.92
O -25.25 -4.06 16.46
H -23.68 -5.52 16.23
H -23.68 -4.50 17.65
H -24.38 -6.96 17.83
H -25.94 -6.41 17.01
H -26.42 -5.23 18.80
H -26.11 -4.10 16.93
C -28.46 -1.26 20.93
C -29.93 -0.95 20.74
O -30.50 -1.33 19.49
O -28.24 -2.66 21.07
H -28.15 -0.82 21.88
H -27.87 -0.89 20.08
H -30.04 0.14 20.82
H -30.59 -1.49 21.44
H -30.41 -2.26 19.25
H -28.25 -3.07 20.19

Lowest unoccupied orbital energy in eV: 3.0
Highest occupied orbital energy in eV: -5.710
Net charge: -1
Orbital gap in eV: 8.74
Energy relative to the best compared isomer or geometry (same formula, charge and spin) in eV: 0.211


net charge of number 1 (C44H63Cl5GeN2O4Sc)?
0


Among the records above, which one has the highest net charge?
C44H63Cl5GeN2O4Sc


Number 1 is which compound?
C44H63Cl5GeN2O4Sc


What is the formula in the first record?
C44H63Cl5GeN2O4Sc